The following is a DFT calculation (the ωB97M-V functional and the def2-TZVPD basis) of a structure of composition C58H48ClO2P4S2Tl.

```
116
Properties=species:S:1:pos:R:3
Tl 0.325 0.204 -1.980
S 3.747 0.682 -2.299
P 3.708 0.027 -0.432
C 2.307 0.357 0.494
P 1.715 1.996 0.753
S 0.295 2.702 -0.518
C 1.299 1.786 2.434
C 0.800 2.811 3.220
C 0.417 2.817 4.558
C 0.337 1.694 5.449
C 0.335 0.374 5.155
C 0.335 -0.160 3.755
C 3.115 3.175 0.618
C 3.440 3.787 -0.589
C 4.560 4.604 -0.680
C 5.356 4.826 0.435
C 5.027 4.233 1.647
C 3.912 3.411 1.735
C 3.892 -1.801 -0.404
C 4.800 -2.488 0.395
C 4.851 -3.878 0.372
C 3.995 -4.595 -0.449
C 3.093 -3.917 -1.259
C 3.049 -2.532 -1.241
C 5.241 0.577 0.438
C 6.333 1.101 -0.240
C 7.459 1.520 0.459
C 7.506 1.408 1.841
C 6.414 0.890 2.528
C 5.286 0.490 1.829
H 0.723 3.777 2.719
H 0.171 3.783 4.986
H 0.247 1.949 6.505
H 0.332 -0.344 5.969
H 0.438 -1.253 3.786
H 2.813 3.611 -1.453
H 4.813 5.060 -1.630
H 6.233 5.459 0.361
H 5.643 4.402 2.522
H 3.642 2.944 2.675
H 5.472 -1.942 1.045
H 5.562 -4.399 1.003
H 4.029 -5.678 -0.458
H 2.415 -4.464 -1.903
H 2.355 -2.006 -1.886
H 6.277 1.195 -1.317
H 8.298 1.946 -0.079
H 8.383 1.740 2.385
H 6.431 0.822 3.609
H 4.415 0.136 2.368
C -3.873 -2.331 -0.715
C -3.209 -2.614 0.635
P -1.377 -2.943 0.521
C -1.289 -4.021 2.027
C -1.447 -3.523 3.322
C -1.397 -4.372 4.416
C -1.187 -5.736 4.238
C -1.027 -6.242 2.958
C -1.077 -5.387 1.862
C -0.563 -1.438 1.221
C -1.327 -0.379 1.897
C -0.936 0.186 3.039
C 1.533 0.375 2.896
C 1.847 -0.535 1.666
C 0.772 -1.491 1.181
P -3.207 -0.784 -1.485
C -4.281 -0.686 -2.970
C -5.058 0.437 -3.257
C -5.785 0.517 -4.436
C -5.751 -0.525 -5.351
C -4.976 -1.644 -5.081
C -4.241 -1.719 -3.906
C -3.937 0.516 -0.413
C -5.060 0.339 0.394
C -5.476 1.345 1.255
C -4.773 2.542 1.319
C -3.662 2.733 0.512
C -3.246 1.727 -0.350
H -3.622 -3.132 -1.415
H -4.962 -2.325 -0.621
H -3.650 -3.513 1.071
H -3.397 -1.805 1.343
H -1.604 -2.461 3.470
H -1.516 -3.967 5.414
H -1.141 -6.396 5.096
H -0.852 -7.301 2.810
H -0.935 -5.781 0.863
H -2.236 -0.024 1.431
H -1.520 1.000 3.454
H 2.409 0.331 3.557
H 2.669 -1.195 1.962
H 1.199 -2.345 0.655
H -5.079 1.265 -2.561
H -6.355 1.412 -4.651
H -6.304 -0.453 -6.279
H -4.922 -2.455 -5.798
H -3.604 -2.579 -3.735
H -5.612 -0.593 0.368
H -6.340 1.188 1.889
H -5.084 3.316 2.010
H -3.085 3.647 0.571
H -2.372 1.872 -0.970
Cl -4.783 3.063 -7.915
C -3.808 2.603 -6.523
C -3.756 3.447 -5.403
C -3.028 3.085 -4.303
C -2.299 1.840 -4.224
O -1.716 1.508 -3.162
C -2.346 1.029 -5.419
C -1.649 -0.239 -5.555
O -0.913 -0.799 -4.768
C -3.110 1.427 -6.524
H -4.301 4.384 -5.417
H -2.988 3.725 -3.430
H -1.870 -0.740 -6.530
H -3.148 0.776 -7.391
```

Values from the calculation:
Net charge: -2
E_tot, eV: -141064.891
E_HOMO, hartree: -0.0368
Relative energy (zero: lowest compared OMol25 entry of this formula, charge and spin), eV: 0.6773